C10H16Cl4OOs | ωB97M-V/def2-TZVPD

Output
F_max, eV Å⁻¹: 3.43
HOMO level (alpha / beta), Eh: 0.079 / -0.009
Energy, eV: -65231.85304
Gap between HOMO and LUMO (alpha / beta), Eh: 0.111 / 0.183
Expectation value of S²: 6.024
Energy relative to the best compared isomer or geometry (same formula, charge and spin), kcal/mol: 7.2

Geometry as ORCA input:
```
! RIJCOSX wB97M-V def2-TZVPD def2/J DEFGRID3
* xyz -2 5
Os -0.068 0.611 1.274
Cl 1.437 -0.408 2.589
Cl -1.693 2.116 1.719
Cl -1.610 -0.742 2.686
Cl 1.338 2.666 1.932
O 0.319 -2.983 2.481
C -0.189 -1.032 -0.119
C -2.688 -0.314 -0.602
C -1.226 -0.056 -0.414
C 1.865 1.929 -1.152
C -0.404 -2.506 0.003
C -1.237 2.391 -1.300
C -0.580 1.160 -0.765
C 1.088 -0.391 -0.272
C 2.435 -1.035 -0.220
C 0.844 0.947 -0.687
H 3.128 -0.364 0.268
H -2.295 2.364 -1.062
H 0.353 -2.880 0.701
H -0.803 3.281 -0.843
H 0.337 -3.728 3.209
H -3.003 -1.133 0.030
H -3.210 0.574 -0.275
H 1.535 2.945 -0.929
H -2.907 -0.501 -1.659
H 2.376 -1.942 0.353
H -1.093 2.422 -2.386
H 2.803 1.761 -0.623
H -1.365 -2.707 0.478
H 2.034 1.836 -2.233
H -0.292 -3.048 -0.953
H 2.770 -1.234 -1.233
*
```

---

C10H42O16 | ωB97M-V/def2-TZVPD

Output
F_max, eV Å⁻¹: 1.63
HOMO level, Eh: -0.327
Energy, eV: -43809.53982
Gap between HOMO and LUMO, Eh: 0.304
Energy relative to the best compared isomer or geometry (same formula, charge and spin), kcal/mol: 20.1

Geometry as ORCA input:
```
! RIJCOSX wB97M-V def2-TZVPD def2/J DEFGRID3
* xyz 0 1
O -3.450 -3.036 -1.463
O -3.069 -0.735 0.031
O -1.317 -1.723 -3.254
O 0.674 2.706 0.164
O -1.416 1.512 -2.626
O -0.181 -3.068 -0.920
O -0.776 0.187 -5.305
O -2.920 2.408 3.590
O 3.349 0.536 -2.808
O 3.014 -0.966 -0.271
O 1.616 0.115 2.286
O 2.353 4.925 -1.343
O 1.494 -3.792 1.500
O 1.198 -1.384 5.617
O -0.040 -0.157 -0.740
O -1.603 0.165 2.236
C 0.783 -0.724 4.440
C 2.052 2.978 0.125
C -1.210 1.500 -5.045
C 0.126 -3.350 1.467
C 2.528 3.515 -1.211
C 1.975 -0.460 3.548
C -0.520 -3.871 0.213
C -1.664 1.529 1.734
C -0.747 2.074 -3.734
C -2.921 2.197 2.177
H -3.058 -2.406 -0.835
H -0.914 3.155 -3.719
H 2.376 -0.047 1.718
H 0.282 0.209 4.705
H -2.314 1.538 -5.067
H 2.718 0.158 4.064
H -3.052 3.156 1.687
H -0.511 -0.992 -0.848
H 0.785 -0.405 -0.309
H -1.465 1.585 0.666
H -3.992 -0.690 0.296
H -2.571 -0.401 0.801
H 4.053 -0.048 -3.100
H 0.715 -3.330 -1.157
H -0.907 0.770 -2.284
H -0.866 2.113 -5.880
H -0.779 -2.355 -2.765
H -0.208 -4.909 0.061
H 1.496 -2.269 5.390
H -4.336 -2.695 -1.617
H -0.413 -3.710 2.347
H -2.997 1.544 4.004
H 0.342 1.926 -3.659
H 1.743 -3.929 2.417
H -0.963 -0.447 -4.596
H 3.584 3.288 -1.350
H 0.403 1.982 -0.412
H 2.241 3.697 0.924
H 1.995 2.997 -2.019
H -1.604 -3.883 0.316
H 0.090 -2.253 1.466
H 3.843 -0.986 0.219
H 2.498 -1.416 3.370
H -0.825 2.040 2.213
H 3.089 0.201 -1.943
H 1.453 5.122 -1.064
H 2.735 -1.888 -0.304
H -2.200 -1.819 -2.877
H -0.691 0.016 2.502
H 0.029 -1.325 3.910
H 2.642 2.081 0.383
H -3.775 1.545 1.938
*
```

---

- Which of these has the highest F_max?
  C10H16Cl4OOs